(1)
DFT (wB97M-V/def2-TZVPD) results for C26H32N4O4S in the gas phase.

Last column: Löwdin charge in e.
Atoms and positions in Å:
C -0.73 -1.51 -0.81  -0.0745
C 0.00 -2.82 -1.15  -0.2384
N 1.39 -2.91 -0.76  -0.1774
C 1.63 -2.83 0.66  -0.1805
C 3.08 -3.18 0.96  -0.1772
N 3.96 -2.24 0.28  -0.1829
C 5.35 -2.41 0.65  -0.1755
C 6.18 -1.18 0.25  -0.1547
N 5.42 0.03 0.48  0.0686
C 4.92 0.75 -0.56  -0.4675
O 5.40 0.73 -1.67  0.0688
C 3.71 1.56 -0.23  -0.1292
C 3.49 2.79 -0.85  -0.0118
C 2.29 3.45 -0.68  -0.0805
C 1.28 2.88 0.10  -0.4478
C 1.50 1.65 0.73  -0.2406
C 2.72 1.01 0.57  0.0217
N 0.52 1.09 1.54  0.1411
C -0.83 1.28 1.50  -0.4798
O -1.53 0.66 2.28  0.0571
C -1.33 2.26 0.51  -0.3945
C -2.47 2.27 -0.20  -0.0540
C -3.58 1.35 -0.34  -0.2042
C -4.52 1.63 -1.33  -0.0346
C -5.58 0.78 -1.54  0.0039
C -5.76 -0.38 -0.78  -0.1903
O -6.86 -1.09 -1.13  -0.0603
C -7.23 -2.27 -0.44  -0.0709
C -4.82 -0.67 0.22  -0.1755
O -4.99 -1.81 0.96  -0.1119
C -4.03 -2.12 1.95  -0.0631
C -3.76 0.20 0.42  0.0413
S -0.27 3.68 0.29  1.0461
C 3.73 -2.35 -1.15  -0.1552
C 2.28 -2.00 -1.47  -0.1636
H -1.74 -1.54 -1.20  0.0732
H -0.22 -0.66 -1.27  0.0719
H -0.77 -1.35 0.26  0.0519
H -0.04 -2.98 -2.23  0.1143
H -0.52 -3.65 -0.67  0.1130
H 0.97 -3.54 1.17  0.1268
H 1.42 -1.82 1.06  0.1008
H 3.26 -3.11 2.04  0.1197
H 3.27 -4.22 0.65  0.1276
H 5.38 -2.51 1.74  0.1161
H 5.80 -3.31 0.21  0.1255
H 7.11 -1.16 0.82  0.1187
H 6.43 -1.19 -0.82  0.1142
H 4.94 0.07 1.36  0.1317
H 4.26 3.20 -1.48  0.1207
H 2.10 4.40 -1.15  0.1071
H 2.86 0.04 1.02  0.0988
H 0.82 0.36 2.18  0.1563
H -2.57 3.14 -0.85  0.0979
H -4.42 2.52 -1.94  0.1119
H -6.32 0.99 -2.30  0.1212
H -8.15 -2.60 -0.91  0.0938
H -7.41 -2.08 0.62  0.0960
H -6.47 -3.05 -0.55  0.0948
H -3.96 -1.34 2.71  0.1021
H -4.38 -3.05 2.40  0.0965
H -3.04 -2.28 1.51  0.0908
H -3.06 -0.01 1.21  0.0724
H 4.38 -1.66 -1.68  0.1112
H 3.94 -3.38 -1.51  0.1307
H 2.10 -2.11 -2.54  0.1293
H 2.11 -0.95 -1.20  0.1108

Results
Energy above the lowest of the compared OMol25 structures with the same formula, charge and spin in eV: 1.826
Structure (SMILES): CCN1CCN(CCNC(=O)c2ccc3c(c2)NC(=O)/C(=C\c2ccc(OC)c(OC)c2)S3)CC1
E in eV: -52466.9197
Orbital gap in eV: 7.72
Highest occupied orbital energy in eV: -7.70

(2)
DFT (wB97M-V/def2-TZVPD) results for 2 unconnected molecules or ions with the total composition C3H2O3 in a non-equilibrium geometry.

Last column: Löwdin charge in e.
Atoms and positions in Å:
C 1.27 -0.22 0.61  0.1280
C 1.12 0.03 -0.62  -0.2011
O 0.18 -0.92 -0.41  -0.0753
H 1.52 -0.53 1.63  0.1127
H 1.54 0.70 -1.30  0.1059
O -2.52 -0.63 0.03  0.2023
C -1.83 0.30 0.07  -0.4924
O -1.26 1.26 -0.01  0.2200

Results
Energy above the lowest of the compared OMol25 structures with the same formula, charge and spin in eV: 3.819
Structure (SMILES): C1=CO1.O=C=O
E in eV: -9281.7078
Orbital gap in eV: 9.70
Highest occupied orbital energy in eV: -8.86

(3)
DFT (wB97M-V/def2-TZVPD) results for 2 unconnected molecules or ions with the total composition C5H10N2O in a non-equilibrium geometry.

Last column: Löwdin charge in e.
Atoms and positions in Å:
C -1.92 0.60 -1.82  -0.1093
C -0.59 1.28 -1.51  -0.1911
C -0.03 0.73 -0.25  -0.2811
C -0.35 -0.40 0.45  -0.1100
N 0.44 -0.49 1.57  0.0430
C 1.12 0.61 1.62  -0.2120
N 0.89 1.39 0.52  0.0970
H -1.83 -0.48 -1.94  0.0718
H -2.49 1.11 -2.59  0.0706
H -2.56 0.64 -0.93  0.0766
H 0.04 1.06 -2.37  0.1099
H -0.69 2.33 -1.50  0.0961
H -1.11 -1.13 0.22  0.1011
H 1.81 0.84 2.41  0.1140
H 1.48 2.16 0.26  0.1523
O 2.16 -3.67 2.03  -0.0636
H 1.66 -3.63 1.22  0.0234
H 1.97 -2.93 2.60  0.0114

Results
Energy above the lowest of the compared OMol25 structures with the same formula, charge and spin in eV: 0.503
Structure (SMILES): CCc1cnc[nH]1.O
E in eV: -10374.8022
Orbital gap in eV: 9.57
Highest occupied orbital energy in eV: -8.79

(4)
DFT (wB97M-V/def2-TZVPD) results for a molecular structure, C32H33IrN7OS3.

Last column: Löwdin charge in e.
Atoms and positions in Å:
Ir 0.23 -0.56 -0.34  1.1791
S 4.58 -1.14 1.82  1.1438
C 3.50 -1.06 3.18  -0.4536
C 3.79 -1.16 4.53  -0.0792
C 2.75 -1.05 5.43  -0.0734
C 1.44 -0.84 4.99  -0.0637
C 1.14 -0.74 3.64  -0.0327
C 2.19 -0.86 2.72  -0.3062
N 2.07 -0.79 1.34  -0.0317
C 3.23 -0.91 0.75  -0.5609
C 3.33 -0.86 -0.70  -0.2738
C 4.54 -1.01 -1.37  -0.0511
C 4.57 -0.99 -2.75  -0.0719
C 3.38 -0.82 -3.46  -0.0714
C 2.18 -0.65 -2.78  -0.1303
C 2.12 -0.67 -1.39  -0.2283
H 4.81 -1.32 4.87  0.1133
H 2.95 -1.13 6.49  0.1099
H 0.64 -0.74 5.71  0.1093
H 0.14 -0.55 3.29  0.0631
H 5.47 -1.15 -0.82  0.0974
H 5.50 -1.10 -3.28  0.1085
H 3.40 -0.81 -4.54  0.1071
H 1.26 -0.52 -3.35  0.0784
S -0.93 1.00 1.14  0.6407
C 0.13 2.33 1.07  -0.7960
N 1.45 2.28 1.01  0.0494
C 2.06 3.61 1.00  -0.1022
C 0.84 4.51 0.76  -0.1125
N -0.26 3.61 1.11  0.0417
H 1.94 1.40 1.03  0.1003
H 2.81 3.69 0.21  0.1247
H 2.53 3.81 1.97  0.1240
H 0.77 4.80 -0.29  0.1208
H 0.85 5.40 1.39  0.1200
H -1.23 3.84 0.94  0.1368
C -3.85 -1.41 3.73  -0.0974
C -3.04 -2.69 3.92  -0.2379
C -1.87 -2.76 3.00  -0.5956
N -1.63 -1.92 2.06  -0.0037
N -0.50 -2.20 1.35  -0.1358
C 0.11 -3.29 1.74  -0.7088
N 1.21 -3.79 1.14  0.1351
S -0.68 -4.04 3.08  1.1252
H -4.67 -1.39 4.44  0.0779
H -4.26 -1.36 2.72  0.0725
H -3.23 -0.53 3.88  0.0727
H -3.67 -3.57 3.76  0.1164
H -2.67 -2.76 4.95  0.1130
H 1.66 -3.21 0.44  0.0867
H 1.74 -4.52 1.57  0.1059
C -1.03 -2.02 -1.53  -0.1768
C -2.08 -1.17 -2.09  -0.3354
C -3.17 -0.76 -1.30  -0.0668
C -4.22 -0.06 -1.87  -0.0804
C -4.22 0.26 -3.22  -0.1021
C -3.13 -0.11 -4.00  -0.0953
C -2.06 -0.80 -3.44  -0.0532
H -0.33 -2.41 -2.27  0.0567
H -1.38 -2.78 -0.85  0.0471
H -3.19 -1.02 -0.25  0.0954
H -5.06 0.23 -1.25  0.1072
H -5.06 0.78 -3.66  0.1065
H -3.11 0.13 -5.06  0.1090
H -1.23 -1.11 -4.07  0.1110
O 0.32 1.68 -1.68  -0.2134
N -0.49 2.11 -2.60  -0.1926
C -0.06 2.23 -3.87  -0.0067
C -0.88 2.76 -4.84  -0.0325
C -2.16 3.18 -4.51  -0.0574
C -2.59 3.03 -3.20  -0.0461
C -1.75 2.48 -2.26  -0.0218
H 0.95 1.90 -4.03  0.1338
H -0.50 2.85 -5.85  0.1179
H -2.81 3.61 -5.26  0.1164
H -3.59 3.32 -2.90  0.1208
H -2.00 2.28 -1.23  0.1032

Results
Energy above the lowest of the compared OMol25 structures with the same formula, charge and spin in eV: 0.470
2S+1: 5
Charge: +1
E in eV: -81533.9966
Orbital gap (spin up / spin down) in eV: 6.23 / 6.84
Highest occupied orbital energy (spin up / spin down) in eV: -8.51 / -10.51

(5)
DFT (wB97M-V/def2-TZVPD) results for C5H6O3Si in the gas phase in a non-equilibrium geometry.

Last column: Löwdin charge in e.
Atoms and positions in Å:
C -3.00 -0.31 -0.15  0.0412
C -1.86 0.44 0.12  -0.1473
C -0.64 -0.13 0.77  -0.3863
O -0.77 -0.88 1.68  -0.0047
Si 1.63 0.00 0.56  0.8923
C 1.74 1.74 -0.15  -0.3744
O 2.13 2.75 0.40  -0.0246
C 1.91 -1.38 -0.74  -0.3321
O 2.76 -2.26 -0.53  -0.0461
H -3.92 -0.05 -0.77  0.0752
H -2.93 -1.42 0.17  0.0922
H -1.61 1.41 -0.33  0.0824
H 1.98 -0.54 1.78  -0.0271
H 1.14 1.87 -1.10  0.0834
H 1.42 -1.24 -1.73  0.0759

Results
Energy above the lowest of the compared OMol25 structures with the same formula, charge and spin in eV: 0.000
Structure (SMILES): C=CC(=O)[SiH](C=O)C=O
E in eV: -19297.6537
Orbital gap in eV: 8.12
Highest occupied orbital energy in eV: -8.89

(6)
DFT (wB97M-V/def2-TZVPD) results for a molecular structure, C24H33NOP2Ti in a non-equilibrium geometry.

Last column: Löwdin charge in e.
Atoms and positions in Å:
C -1.51 3.28 -3.17  -0.0480
C -1.46 1.98 -2.66  -0.2184
C -0.17 1.38 -2.57  -0.1965
C 0.91 2.24 -2.35  -0.2000
C 0.86 3.62 -2.69  -0.0279
C -0.36 4.07 -3.20  -0.0703
C 1.62 1.97 -1.09  -0.1199
C 2.22 0.56 -1.48  -0.1375
C 1.24 -0.39 -1.88  -0.3227
C 1.44 -1.78 -2.16  -0.2098
C 2.78 -2.13 -2.38  -0.0254
C 3.78 -1.18 -2.23  -0.0396
C 3.54 0.14 -1.81  0.0160
H -2.46 3.74 -3.44  0.1189
H 1.71 4.24 -2.49  0.1094
H -0.40 5.10 -3.55  0.1101
H 2.50 2.60 -0.81  0.1484
H 2.95 -3.18 -2.67  0.1289
H 4.80 -1.54 -2.42  0.1229
H 4.39 0.84 -1.83  0.1273
N -0.08 0.15 -1.91  -0.0823
Ti -0.01 -0.31 -0.03  0.5011
C -2.42 1.44 -1.68  -0.1836
H -2.69 0.38 -1.75  0.0838
H -3.31 2.02 -1.43  0.0717
C 0.30 -2.74 -1.88  -0.2289
H -0.62 -2.51 -2.46  0.1108
H 0.63 -3.78 -2.06  0.0998
P -1.49 1.62 0.12  0.9298
P -0.01 -2.60 -0.03  0.8353
C 1.37 -3.50 0.70  -0.2124
H 1.25 -3.50 1.79  0.0447
H 1.39 -4.54 0.34  0.0662
H 2.33 -3.04 0.47  0.0593
C -1.49 -3.57 0.29  -0.2191
H -1.32 -4.62 0.00  0.0698
H -1.71 -3.50 1.36  0.0424
H -2.34 -3.15 -0.28  0.0615
C -1.86 3.34 0.44  -0.2243
H -2.81 3.53 -0.07  0.0601
H -1.98 3.44 1.53  0.0658
H -1.06 4.00 0.08  0.0550
C -3.04 1.01 0.88  -0.2878
H -3.05 1.20 1.96  0.0647
H -3.87 1.58 0.44  0.0555
H -3.24 -0.05 0.72  0.0485
C 1.64 0.32 1.02  -0.0651
O 2.55 0.76 1.63  0.1430
H 0.93 2.65 -0.61  0.1197
C 0.87 -0.18 4.18  -0.0796
C 0.08 -1.13 3.27  -0.5113
C -0.90 -1.94 4.12  -0.0815
C -0.66 -0.34 2.16  -0.2861
H 0.20 0.57 4.61  0.0913
H 1.66 0.33 3.63  0.0472
H 1.33 -0.75 5.00  0.0867
H 0.80 -1.83 2.80  0.0831
H -1.65 -1.28 4.57  0.0905
H -1.43 -2.69 3.52  0.0589
H -0.36 -2.46 4.92  0.0834
H -1.72 -0.64 2.11  0.0328
H -0.63 0.73 2.44  0.0333

Results
Energy above the lowest of the compared OMol25 structures with the same formula, charge and spin in eV: 4.281
2S+1: 2
Charge: +1
E in eV: -70642.9989
Orbital gap (spin up / spin down) in eV: 7.24 / 7.06
Highest occupied orbital energy (spin up / spin down) in eV: -10.77 / -10.78